Record 1
DFT (wB97M-V/def2-TZVPD) results for a structure of composition C24H16Cl2N6O3V.

Structure (XYZ):
```
52
Properties=species:S:1:pos:R:3:forces:R:3:lowdin_spin:R:1
V -0.316052 1.126566 0.291739 0.0400 0.0792 0.0082 2.699
Cl 3.224502 -0.718646 5.929146 0.0022 0.0005 0.0057 0.000
C 2.833226 -0.096953 4.359287 -0.0275 -0.0052 0.0028 0.000
C 1.494274 -0.022245 3.992441 0.0134 0.0006 0.0137 -0.001
C 1.139503 0.464724 2.742358 -0.0052 0.0037 -0.0144 0.003
N -0.174555 0.575508 2.252879 -0.0067 0.0062 -0.0225 0.005
C -1.278301 0.299293 2.957965 0.0174 -0.0065 0.0035 0.010
O -1.406553 -0.091367 4.113317 -0.0090 0.0018 -0.0007 0.014
C -2.543390 0.530234 2.133476 -0.0034 -0.0066 0.0073 0.017
C -3.778907 0.292606 2.713854 0.0089 0.0037 0.0050 -0.002
C -4.925771 0.507342 1.971542 -0.0012 0.0004 -0.0083 0.014
C -4.804937 0.956264 0.664179 -0.0026 -0.0060 0.0092 -0.001
C -3.537715 1.167856 0.156614 0.0139 0.0034 -0.0134 0.023
N -2.423624 0.961048 0.864650 -0.0174 -0.0127 0.0129 0.026
C 2.155056 0.885999 1.840827 -0.0018 -0.0081 0.0200 0.003
C 3.485565 0.806968 2.227118 0.0157 -0.0064 0.0104 0.000
C 3.820914 0.315937 3.483554 0.0106 0.0074 -0.0196 0.000
Cl 5.497844 0.234839 3.915865 -0.0010 -0.0023 0.0006 0.000
N 1.693042 1.354480 0.599195 -0.0757 -0.0209 -0.0037 0.005
C 2.472557 1.842021 -0.370920 0.0168 -0.0004 -0.0065 0.010
O 3.689861 1.988261 -0.418994 -0.0005 -0.0025 0.0006 0.013
C 1.653234 2.275724 -1.585308 0.0037 0.0079 -0.0178 0.017
C 2.308483 2.822167 -2.677460 -0.0080 0.0049 -0.0049 -0.002
C 1.570026 3.231715 -3.772827 0.0102 -0.0005 0.0038 0.014
C 0.190364 3.087710 -3.744422 -0.0074 0.0002 0.0070 -0.001
C -0.388972 2.532648 -2.619489 -0.0029 0.0073 -0.0141 0.022
N 0.316396 2.125683 -1.560247 0.0077 -0.0193 0.0201 0.026
H 0.728045 -0.338659 4.681441 0.0030 -0.0013 0.0016 0.000
H -3.794322 -0.053978 3.737237 -0.0015 0.0010 -0.0006 0.000
H -5.901903 0.329678 2.403431 -0.0007 0.0007 -0.0004 0.001
H -5.671882 1.141674 0.046106 -0.0007 -0.0007 -0.0002 0.000
H -3.400103 1.520913 -0.858894 -0.0034 0.0014 0.0007 0.004
H 4.260392 1.130142 1.551032 -0.0013 0.0002 -0.0004 0.000
H 3.384164 2.909891 -2.624400 0.0004 -0.0003 0.0001 0.000
H 2.059728 3.662887 -4.636162 -0.0009 0.0001 -0.0010 0.001
H -0.429820 3.401714 -4.572025 0.0003 0.0000 -0.0001 0.000
H -1.464392 2.411700 -2.554317 0.0017 -0.0053 0.0020 0.004
N -0.057929 -4.859767 -3.645321 -0.0017 -0.0019 0.0020 0.001
C 0.039286 -4.734775 -2.292540 -0.0018 0.0010 0.0000 0.002
O 0.203142 -5.676968 -1.549896 0.0007 0.0010 0.0010 0.003
C -0.098035 -3.335131 -1.753032 -0.0015 -0.0024 -0.0005 0.017
C -0.823591 -2.339880 -2.394898 0.0074 0.0081 0.0028 -0.003
C -0.903260 -1.092113 -1.805855 -0.0057 -0.0213 -0.0011 0.024
N -0.306280 -0.796414 -0.649092 0.0118 -0.0088 0.0027 0.014
C 0.389267 -1.760083 -0.028753 0.0052 0.0031 -0.0082 0.021
C 0.507220 -3.037637 -0.541751 -0.0032 -0.0020 -0.0001 -0.003
H 0.130145 -5.772772 -4.025491 0.0004 0.0005 -0.0024 0.000
H 0.076903 -4.066447 -4.245964 0.0007 0.0011 -0.0008 0.000
H -1.347635 -2.525990 -3.322461 -0.0001 -0.0014 -0.0009 -0.001
H -1.465375 -0.293006 -2.273364 -0.0005 0.0057 -0.0018 0.004
H 0.859695 -1.481823 0.906155 0.0020 -0.0077 0.0004 0.002
H 1.060454 -3.799551 -0.011549 -0.0007 -0.0005 0.0002 -0.001
```
Forces are in eV/Å.

## Properties
2S+1 = 4
E_HOMO (alpha / beta) = -6.99 / -7.28 eV
E_LUMO (alpha / beta) = -0.5 / -0.7 eV
⟨S²⟩ = 3.761
energy above the lowest of the compared OMol25 structures with the same formula, charge and spin = 1.1 kcal/mol


Record 2
DFT (wB97M-V/def2-TZVPD) results for a structure of composition C24H16Co2NO6.

Structure (XYZ):
```
49
Properties=species:S:1:pos:R:3:forces:R:3:mulliken_charge:R:1
C -4.753995 1.733141 3.201910 -0.2859 -0.1183 -0.0761 -1.349
C -3.373350 2.268649 2.963415 0.7224 -0.2717 -0.2158 0.921
C -2.314921 1.381995 2.713466 -0.3066 0.2855 0.2045 -0.673
C -1.009364 1.867393 2.601161 0.4685 1.0527 -0.2139 1.260
C -0.803477 3.275708 2.737206 0.2623 -0.4290 0.0517 -0.180
N 0.562531 3.507770 2.680434 -0.2107 0.4135 0.0284 0.113
C 1.226445 2.321887 2.474883 -1.0219 -1.1452 -0.0021 -0.888
C 0.295900 1.294414 2.376230 0.5422 0.4014 1.0085 -0.863
C -1.848517 4.174938 2.912513 -0.3233 -0.0354 0.0400 -1.084
C -3.142319 3.656962 3.009180 0.3905 -0.0105 0.0727 -0.694
H -5.472393 2.554722 3.262004 -0.0238 -0.1207 0.0104 0.350
H -5.066794 1.063093 2.394795 -0.0013 0.0613 0.0793 0.309
H -4.811664 1.161924 4.137700 0.0274 0.1281 -0.1408 0.290
H -2.497946 0.312777 2.629574 -0.0390 0.1594 0.0116 0.427
H 0.996397 4.419510 2.762951 -0.1884 -0.4616 -0.1600 0.203
H 2.309897 2.290769 2.401323 -0.3401 0.0124 -0.0344 0.374
H 0.483328 0.227264 2.322299 0.1959 0.4058 -0.1713 0.812
H -1.639731 5.242420 2.981521 -0.1895 -0.1741 -0.0349 0.323
H -4.005790 4.317193 3.132985 0.3702 -0.1094 0.0302 0.266
O -1.360853 0.225302 -3.237916 0.3279 0.2087 1.0853 -0.457
C -0.657504 0.238754 -2.317364 0.0664 -0.2759 -1.8396 0.191
Co 0.449785 0.051556 -1.001542 0.7913 0.3429 0.2991 0.402
C 0.926054 1.723972 -0.642990 -1.0611 1.4069 0.3197 -0.126
O 1.072238 2.848194 -0.400710 0.2067 -1.0024 -0.4536 -0.455
C -0.629395 -0.753074 0.112671 -0.7860 -0.6502 1.6708 0.076
O -1.408883 -1.265542 0.804597 0.5717 0.4133 -0.7728 -0.434
C 1.479348 -1.398812 -1.802061 -1.9869 0.3507 -2.9971 1.089
C 0.759031 -2.632304 -2.121210 0.4929 -0.6904 -0.0040 0.714
C 0.262097 -3.481622 -1.109462 0.1927 -0.0020 -0.4091 -0.023
C -0.485809 -4.604889 -1.445589 0.0260 0.1131 -0.0247 -0.820
C -0.750349 -4.900471 -2.785849 0.0818 0.0211 -0.2162 -0.474
C -0.201604 -4.102372 -3.795825 0.0395 0.1354 0.2007 -0.596
C 0.559755 -2.981115 -3.471210 -0.2177 -0.0579 0.4127 -0.443
C 2.433390 -0.705873 -2.612159 -2.4654 -1.1273 -3.3079 -0.043
C 2.694856 -0.295857 -3.855041 0.5387 -0.1693 0.3047 -0.725
Co 2.855454 -0.693562 -0.925077 3.5407 1.0430 4.4513 -0.117
C 2.490425 -1.250072 0.713331 -0.3858 -1.1731 2.1918 0.314
O 2.294542 -1.704812 1.761118 0.1747 0.8294 -1.6167 -0.421
C 3.486494 0.955293 -0.751793 1.1031 1.8758 0.6738 0.153
O 4.059656 1.943410 -0.588097 -0.8455 -1.1296 -0.3982 -0.400
C 4.471743 -1.349069 -1.207633 1.3563 -1.3072 -0.3304 0.126
O 5.534241 -1.742862 -1.437005 -1.5856 0.7470 0.3090 -0.424
H 0.488875 -3.257617 -0.063116 -0.1521 -0.0295 -0.3743 0.370
H -0.863641 -5.250167 -0.650505 0.0296 0.1422 -0.2454 0.364
H -1.377489 -5.753357 -3.050387 0.2121 0.1635 0.0978 0.346
H -0.353399 -4.332892 -4.849810 -0.1010 -0.0881 0.2384 0.374
H 0.992444 -2.342795 -4.246464 -0.1860 -0.2848 0.2842 0.087
H 3.697443 0.086099 -4.065289 -0.4195 0.2872 -0.2237 0.157
H 1.946799 -0.345971 -4.653142 0.3916 -0.1367 0.1864 0.277
```
Forces are in eV/Å.

## Properties
2S+1 = 1
E_HOMO = -3.91 eV
E_LUMO = 2.9 eV
energy above the lowest of the compared OMol25 structures with the same formula, charge and spin = 0.0 kcal/mol
net charge = -1


Record 3
DFT (wB97M-V/def2-TZVPD) results for a structure of composition C24H16N8SeV.

Structure (XYZ):
```
50
Properties=species:S:1:pos:R:3:forces:R:3:lowdin_spin:R:1
V -2.409587 0.722512 -0.432966 0.4824 0.1301 -0.0460 2.006
C -3.677315 -0.260209 3.624534 0.0142 0.0154 -0.0239 0.000
C -3.695868 0.229757 2.320343 -0.0223 0.0195 -0.0244 0.006
N -2.672208 -0.007359 1.492782 -0.0195 0.0132 -0.0104 -0.005
C -1.622151 -0.734847 1.955869 -0.0195 -0.0703 0.1065 0.002
C -1.634493 -1.200777 3.260357 -0.0143 0.0585 -0.0345 -0.001
N -2.651850 -0.959742 4.080223 -0.0062 -0.0206 0.0563 0.001
C -0.576762 -1.027833 0.958214 0.0952 -0.0378 -0.0868 0.006
C 0.536898 -1.814884 1.130938 -0.0557 0.0264 0.0083 0.000
C 1.382741 -2.071120 0.034793 0.0640 -0.0408 0.0105 0.011
C 1.015943 -1.553044 -1.222825 -0.0246 0.0501 -0.0182 -0.002
C -0.113218 -0.777990 -1.334454 0.0433 -0.0805 0.1037 0.008
N -0.850618 -0.481673 -0.244651 -0.2397 0.0769 -0.0095 -0.011
C -0.751910 -0.315450 -2.581573 0.0206 -0.0965 -0.1278 0.003
C -0.253581 -0.523618 -3.858257 -0.0186 0.0635 0.0495 0.000
N -0.945385 -0.191711 -4.942075 0.0017 -0.0082 -0.0650 0.001
C -2.147975 0.336089 -4.784832 -0.0037 0.0040 0.0267 0.000
C -2.674760 0.568972 -3.516778 -0.0062 0.0495 0.0385 0.004
N -1.973589 0.253090 -2.422701 -0.0692 -0.0398 0.0625 -0.005
C 2.583202 -2.897375 0.182661 -0.0479 0.0303 -0.0031 0.002
C 3.701289 -2.670980 -0.618888 0.0982 0.0165 -0.0566 0.003
C 4.819844 -3.473370 -0.437346 -0.1613 0.0447 0.0001 -0.001
N 4.855845 -4.461655 0.447151 0.1779 -0.1282 0.0218 0.004
C 3.789389 -4.692313 1.202148 -0.0833 0.1416 -0.0176 -0.001
C 2.632665 -3.928290 1.119850 0.0074 -0.0891 0.0602 0.003
H -4.506222 -0.076022 4.297026 -0.0021 0.0018 0.0000 0.000
H -4.533620 0.808652 1.951052 0.0030 -0.0019 -0.0048 0.001
H -0.815545 -1.786349 3.659470 0.0064 0.0025 0.0013 0.000
H 0.770528 -2.238397 2.097218 0.0013 -0.0009 0.0011 0.000
H 1.594175 -1.819249 -2.095905 -0.0039 -0.0007 -0.0049 0.000
H 0.718798 -0.972293 -4.019662 0.0069 0.0033 0.0053 0.000
H -2.716120 0.582917 -5.673466 0.0059 0.0001 -0.0049 0.000
H -3.659225 1.004034 -3.391833 0.0003 -0.0055 0.0114 0.001
H 3.738365 -1.865187 -1.341140 -0.0153 -0.0014 0.0031 0.000
H 5.713443 -3.316245 -1.028624 0.0120 0.0014 0.0092 0.000
H 3.858205 -5.513570 1.904672 0.0036 -0.0165 -0.0117 0.000
H 1.786146 -4.183877 1.744118 -0.0062 0.0103 -0.0103 0.000
Se -2.801532 3.875580 -1.158098 -0.0333 0.0672 0.0285 0.010
N -1.813194 2.556023 -0.285651 -0.2195 -0.2495 -0.0721 -0.024
C -0.693996 3.148856 0.213289 0.0364 0.0980 0.0179 0.007
C 0.323766 2.553496 0.968104 -0.0123 -0.0326 -0.0012 -0.005
C 1.365879 3.346956 1.386822 -0.0242 0.0009 -0.0111 -0.004
C 1.459109 4.735429 1.087852 0.0198 0.0159 0.0106 0.000
C 0.492442 5.351101 0.362254 0.0002 0.0218 -0.0020 -0.009
C -0.611060 4.565382 -0.087988 -0.0469 -0.0920 0.0211 0.001
N -1.608764 5.072471 -0.783660 0.0306 0.0442 -0.0139 -0.012
H 0.292689 1.505810 1.230904 0.0099 0.0036 0.0014 0.000
H 2.154687 2.899294 1.978578 0.0027 0.0003 0.0006 0.000
H 2.309069 5.294354 1.454387 0.0002 -0.0004 -0.0012 0.000
H 0.515431 6.404656 0.117766 0.0116 0.0017 0.0058 0.000
```
Forces are in eV/Å.

## Properties
2S+1 = 3
E_HOMO (alpha / beta) = -16.62 / -16.61 eV
E_LUMO (alpha / beta) = -12.0 / -11.3 eV
⟨S²⟩ = 2.023
net charge = +3


| no. | F_max (eV Å⁻¹) | E_tot (Eh) |
| --- | --- | --- |
| 1 | 0.09 | -3342.99366 |
| 2 | 5.78 | -4195.89076 |
| 3 | 0.50 | -4706.66749 |